(one)
Computed, not measured: a single C6H7N3O molecule, with the ωB97M-V functional and the def2-TZVPD basis.

XYZ file:
```
17
C6H7N3O | OMol25 | the ωB97M-V functional and the def2-TZVPD basis
C -1.956 1.266 -0.346
C -2.946 0.277 0.083
C -2.393 -0.972 0.368
C -0.263 -0.316 -0.209
C -0.657 0.916 -0.573
C 2.217 -0.082 0.023
H -2.498 2.299 -0.480
H -4.075 0.568 0.314
H -3.068 -1.840 0.748
H 0.252 1.605 -0.795
H 1.191 -1.843 -0.287
H 1.130 1.518 1.137
H 2.884 1.566 1.068
N -1.089 -1.321 0.225
N 1.052 -0.693 -0.367
N 2.006 1.016 0.863
O 3.299 -0.427 -0.354
```

Its total charge is 0. The LUMO energy is 0.59 eV. The structure (SMILES) is NC(=O)Nc1ccccn1.

Results of the Löwdin charge analysis, in e, for atoms 1 through 8:
1 C -0.08
2 C -0.09
3 C -0.18
4 C -0.38
5 C -0.08
6 C -0.64
7 H 0.14
8 H 0.14


(two)
Computed, not measured: a single C6H7N3O molecule, with the ωB97M-V functional and the def2-TZVPD basis.

XYZ file:
```
17
C6H7N3O | OMol25 | the ωB97M-V functional and the def2-TZVPD basis
C -3.447 -1.328 0.487
C -3.381 0.821 0.408
C -2.178 -0.951 0.058
C -1.147 1.302 -0.517
C 0.231 1.116 -0.530
C 2.787 -0.969 0.379
N -4.182 -0.188 0.672
N -2.154 0.420 -0.072
N 0.870 0.072 0.042
O 2.176 0.144 -0.293
H -3.766 -2.358 0.708
H -3.591 1.900 0.436
H -1.462 2.151 -1.135
H 1.009 1.822 -0.996
H 2.918 -0.655 1.415
H 3.772 -1.023 -0.055
H 2.180 -1.773 0.369
```

Its total charge is 0. The LUMO energy (spin up / spin down) is -0.94 / -1.21 eV.

Results of the Löwdin charge analysis, in e, for atoms 1 through 8:
1 C -0.18
2 C -0.18
3 C 0.09
4 C -0.05
5 C -0.13
6 C -0.05
7 N 0.05
8 N -0.10


(three)
Computed, not measured: a single C6H7N3O molecule, with the ωB97M-V functional and the def2-TZVPD basis.

XYZ file:
```
17
C6H7N3O | OMol25 | the ωB97M-V functional and the def2-TZVPD basis
C 1.740 1.087 -0.362
C 2.726 0.125 0.055
C 2.142 -1.218 0.273
C 0.047 -0.444 -0.132
C 0.451 0.810 -0.471
C -2.590 -0.229 -0.003
H 2.095 2.083 -0.310
H 3.648 0.197 -0.066
H 2.664 -2.103 0.454
H -0.243 1.464 -0.778
H -1.425 -1.982 -0.516
H -3.162 1.408 0.744
H -1.627 1.026 1.033
N 0.885 -1.513 0.118
N -1.303 -0.941 -0.221
N -2.418 0.991 0.565
O -3.630 -0.760 -0.382
```

Its total charge is 0. The LUMO energy is 0.57 eV. The structure (SMILES) is NC(=O)Nc1ccccn1.

Results of the Löwdin charge analysis, in e, for atoms 1 through 8:
1 C -0.06
2 C 0.02
3 C -0.12
4 C -0.28
5 C -0.07
6 C -0.51
7 H 0.10
8 H 0.00


(four)
Computed, not measured: C6H7N3O as an isolated structure, with the ωB97M-V functional and the def2-TZVPD basis.

XYZ file:
```
17
C6H7N3O | OMol25 | the ωB97M-V functional and the def2-TZVPD basis
C -1.552 0.552 -0.198
C -0.033 0.247 -0.154
C 0.461 -0.947 -0.421
C 1.777 -1.171 -0.190
C 2.830 -0.179 0.205
C 2.137 1.050 0.244
H -3.688 0.262 -0.230
H -1.641 -1.383 0.399
H -1.578 2.482 -0.609
H -0.175 -1.868 -0.542
H 1.983 -2.363 -0.252
H 3.946 -0.317 0.593
H 2.585 2.054 0.680
N -2.086 -0.665 -0.068
N -2.213 1.633 -0.327
N 0.758 1.317 0.239
O -3.509 -0.704 0.630
```

Its total charge is 0. The LUMO energy is -0.03 eV.

Results of the Löwdin charge analysis, in e, for atoms 1 through 8:
1 C -0.44
2 C -0.22
3 C -0.12
4 C -0.07
5 C -0.03
6 C -0.16
7 H 0.25
8 H 0.07


From most stable to least stable, the computed energies give (one), (three), (four), (two).


(one)
Computed, not measured: C38H58N6O5PTi as an isolated structure, with the ωB97M-V functional and the def2-TZVPD basis.

XYZ file:
```
109
C38H58N6O5PTi | OMol25 | the ωB97M-V functional and the def2-TZVPD basis
Ti 0.109 -1.060 0.619
C 1.819 -6.374 1.138
C 2.055 -4.992 1.770
C 3.481 -4.919 2.316
C 1.721 -3.952 0.722
C 0.390 -3.532 0.587
C -0.050 -2.926 -0.624
C 0.890 -2.649 -1.638
C 0.409 -2.269 -3.013
C 2.231 -2.887 -1.390
C 2.640 -3.560 -0.241
H 2.061 -7.165 1.848
H 2.455 -6.493 0.260
H 0.781 -6.492 0.826
H 1.355 -4.879 2.605
H 4.209 -5.215 1.560
H 3.584 -5.606 3.156
H 3.731 -3.915 2.659
H -0.354 -3.948 1.259
H -1.094 -3.020 -0.907
H -0.584 -1.819 -2.976
H 0.347 -3.169 -3.628
H 1.098 -1.580 -3.499
H 2.963 -2.652 -2.153
H 3.681 -3.844 -0.148
C -2.254 2.527 -8.331
C -2.648 1.933 -7.007
C -2.375 0.610 -6.687
C -2.747 0.077 -5.462
C -3.399 0.865 -4.521
N -3.684 0.294 -3.257
C -4.660 0.718 -2.398
O -5.445 1.609 -2.621
N -4.814 -0.054 -1.237
C -3.951 -0.672 -0.329
C -4.585 -1.398 0.691
C -3.817 -2.037 1.644
C -2.450 -1.947 1.602
N -1.801 -1.235 0.647
C -2.556 -0.612 -0.312
C -3.696 2.190 -4.833
C -3.323 2.705 -6.063
H -1.630 1.838 -8.898
H -1.707 3.459 -8.189
H -3.142 2.757 -8.922
H -1.862 -0.020 -7.403
H -2.524 -0.960 -5.235
H -3.344 -0.645 -3.124
H -5.733 0.092 -0.849
H -5.665 -1.445 0.720
H -4.293 -2.603 2.433
H -1.825 -2.433 2.340
H -2.001 -0.001 -1.012
H -4.228 2.805 -4.126
H -3.564 3.734 -6.300
C -0.615 3.222 -1.666
C 0.740 2.608 -2.003
C 0.579 1.302 -2.761
C 1.584 3.591 -2.800
O 1.506 2.369 -0.783
P 1.264 1.227 0.277
O -0.203 1.054 0.654
O 1.742 -0.162 -0.129
O 2.153 1.695 1.496
C 2.457 3.066 1.921
C 2.832 2.938 3.393
C 1.242 3.982 1.765
C 3.646 3.574 1.113
H -1.192 3.333 -2.581
H -0.490 4.209 -1.217
H -1.161 2.591 -0.967
H 0.044 1.472 -3.687
H 0.029 0.584 -2.149
H 1.561 0.880 -2.980
H 1.076 3.851 -3.728
H 2.555 3.153 -3.030
H 1.740 4.501 -2.221
H 1.971 2.607 3.976
H 3.176 3.898 3.774
H 3.637 2.214 3.510
H 0.330 3.445 2.033
H 1.152 4.330 0.739
H 1.348 4.851 2.413
H 4.534 2.981 1.335
H 3.843 4.619 1.349
H 3.429 3.484 0.051
C -0.848 1.586 5.295
C -1.772 1.049 4.220
N -1.040 0.220 3.272
C 0.185 -0.326 3.502
N 0.748 -1.012 2.516
C 2.088 -1.569 2.732
C 2.864 -0.779 3.769
C 2.044 -0.720 5.041
N 0.725 -0.188 4.734
C -0.032 0.420 5.822
H -1.425 2.043 6.098
H -0.176 2.339 4.879
H -2.246 1.864 3.673
H -2.559 0.449 4.687
H -1.191 0.420 2.295
H 2.617 -1.539 1.779
H 1.996 -2.609 3.061
H 3.015 0.227 3.382
H 3.832 -1.242 3.957
H 2.517 -0.055 5.766
H 1.960 -1.712 5.497
H 0.680 0.756 6.574
H -0.693 -0.323 6.284
```

As for the multiplicity: 3. Its total charge is +1. The LUMO energy (spin up / spin down) is -2.16 / -2.54 eV.

Results of the Löwdin charge analysis, in e, for atoms 1 through 8:
1 Ti 0.87
2 C -0.05
3 C -0.39
4 C -0.06
5 C -0.23
6 C -0.09
7 C -0.17
8 C -0.29


(two)
Computed, not measured: C38H58N6O5PTi as an isolated structure, with the ωB97M-V functional and the def2-TZVPD basis.

XYZ file:
```
109
C38H58N6O5PTi | OMol25 | the ωB97M-V functional and the def2-TZVPD basis
Ti -0.289 0.632 0.631
C -0.529 3.710 -4.149
C -1.314 2.818 -3.182
C -2.806 2.885 -3.493
C -0.965 3.165 -1.747
C -1.664 4.078 -0.985
C -1.258 4.398 0.319
C -0.128 3.836 0.877
C 0.367 4.214 2.248
C 0.590 2.913 0.097
C 0.170 2.565 -1.175
H -0.735 3.433 -5.185
H 0.549 3.639 -3.986
H -0.817 4.758 -4.015
H -0.974 1.788 -3.342
H -3.155 3.921 -3.549
H -3.421 2.371 -2.747
H -3.005 2.426 -4.464
H -2.544 4.565 -1.398
H -1.831 5.119 0.896
H 0.768 3.350 2.782
H -0.421 4.662 2.856
H 1.180 4.941 2.184
H 1.577 2.611 0.426
H 0.799 1.929 -1.785
C 1.888 -2.748 -6.349
C 0.737 -2.339 -5.461
C 0.935 -1.997 -4.128
C -0.123 -1.613 -3.320
C -1.415 -1.571 -3.833
N -2.422 -1.163 -2.915
C -3.718 -0.850 -3.165
O -4.282 -0.987 -4.225
N -4.427 -0.307 -2.063
C -3.964 0.276 -0.887
C -4.854 0.585 0.132
C -4.409 1.241 1.254
C -3.064 1.552 1.382
N -2.209 1.236 0.417
C -2.628 0.645 -0.712
C -1.650 -1.902 -5.160
C -0.567 -2.279 -5.948
H 2.809 -2.868 -5.778
H 2.080 -2.004 -7.125
H 1.688 -3.695 -6.855
H 1.936 -2.020 -3.709
H 0.070 -1.328 -2.290
H -2.123 -1.136 -1.957
H -5.413 -0.247 -2.265
H -5.908 0.350 0.012
H -5.098 1.528 2.038
H -2.676 2.077 2.241
H -1.921 0.589 -1.526
H -2.651 -1.868 -5.564
H -0.756 -2.539 -6.985
C 4.065 -3.429 1.517
C 2.739 -2.757 1.258
C 2.094 -3.280 -0.006
C 1.825 -2.849 2.460
O 3.103 -1.335 1.054
P 2.260 -0.088 0.706
O 1.260 -0.291 -0.427
O 1.437 0.431 1.881
O 3.315 0.943 0.227
C 4.529 1.456 0.901
C 4.721 2.835 0.313
C 5.665 0.529 0.525
C 4.308 1.517 2.398
H 3.914 -4.505 1.646
H 4.527 -3.032 2.424
H 4.749 -3.276 0.679
H 1.897 -4.346 0.125
H 2.761 -3.155 -0.862
H 1.158 -2.773 -0.241
H 1.513 -3.888 2.595
H 0.933 -2.232 2.335
H 2.346 -2.521 3.363
H 4.839 2.779 -0.770
H 5.616 3.299 0.735
H 3.865 3.476 0.536
H 5.740 0.444 -0.561
H 5.527 -0.468 0.947
H 6.605 0.937 0.904
H 3.476 2.176 2.652
H 5.220 1.905 2.858
H 4.108 0.531 2.828
C -1.515 -0.699 5.786
C -0.571 0.188 5.018
N -0.961 0.159 3.606
C -1.258 -1.021 2.954
N -1.147 -1.071 1.643
C -1.596 -2.301 0.986
C -2.729 -2.959 1.732
C -2.251 -3.256 3.130
N -1.696 -2.041 3.734
C -1.468 -2.081 5.184
H -2.529 -0.297 5.721
H -1.233 -0.743 6.838
H 0.464 -0.143 5.137
H -0.633 1.219 5.359
H -0.417 0.802 3.047
H -0.760 -3.000 0.895
H -1.898 -2.054 -0.032
H -3.041 -3.881 1.239
H -3.589 -2.283 1.768
H -1.495 -4.048 3.119
H -3.068 -3.594 3.767
H -0.499 -2.549 5.387
H -2.234 -2.725 5.612
```

As for the multiplicity: 3. Its total charge is +1. The LUMO energy (spin up / spin down) is -2.48 / -2.59 eV.

Results of the Löwdin charge analysis, in e, for atoms 1 through 8:
1 Ti 0.87
2 C -0.05
3 C -0.38
4 C -0.06
5 C -0.22
6 C -0.01
7 C -0.03
8 C -0.28


From most stable to least stable, the computed energies give (two), (one).


(one)
Computed, not measured: a 2-piece molecular cluster, C2H2N2O2S overall, with the ωB97M-V functional and the def2-TZVPD basis.

XYZ file:
```
9
C2H2N2O2S | OMol25 | the ωB97M-V functional and the def2-TZVPD basis
C -2.465 -1.488 -0.315
C -0.057 0.231 -0.913
N -2.218 -2.717 -0.269
N -1.950 -3.704 0.201
O -3.046 -0.843 -2.792
O -0.534 1.193 -0.468
S -2.965 -0.353 -1.438
H -0.256 -0.097 -1.883
H 0.758 -0.527 -0.294
```

Its total charge is 0. The LUMO energy is -2.00 eV.

Results of the Löwdin charge analysis, in e, for atoms 1 through 8:
1 C -0.39
2 C -0.26
3 N -0.18
4 N 0.24
5 O -0.51
6 O 0.00
7 S 0.93
8 H 0.03


(two)
Computed, not measured: a single C2H2N2O2S molecule, with the ωB97M-V functional and the def2-TZVPD basis.

XYZ file:
```
9
C2H2N2O2S | OMol25 | the ωB97M-V functional and the def2-TZVPD basis
C -1.659 -0.987 0.120
C 0.318 -0.396 -0.130
H 0.485 1.752 0.852
H -2.588 -1.511 0.196
N -0.447 0.727 -0.381
N -0.478 -1.492 0.011
O -0.125 1.945 0.084
O -1.781 0.342 0.047
S 1.992 -0.305 0.035
```

Its total charge is 0. The LUMO energy is -0.60 eV. The structure (SMILES) is On1ocnc1=S.

Results of the Löwdin charge analysis, in e, for atoms 1 through 8:
1 C -0.15
2 C -0.85
3 H 0.11
4 H 0.14
5 N -0.14
6 N 0.12
7 O 0.04
8 O 0.08


From most stable to least stable, the computed energies give (two), (one).


(one)
Computed, not measured: a 2-piece molecular cluster, C5H10O overall, with the ωB97M-V functional and the def2-TZVPD basis.

XYZ file:
```
16
C5H10O | OMol25 | the ωB97M-V functional and the def2-TZVPD basis
C -1.757 0.754 0.506
C -0.942 -0.511 0.480
C -1.163 -1.567 -0.418
H -1.673 1.303 -0.440
H -2.846 0.603 0.575
H -1.377 1.428 1.277
H -0.612 -0.711 1.523
H -0.483 -2.362 -0.700
H -2.207 -1.737 -0.721
C 2.187 -0.403 -0.545
C 1.629 0.543 0.218
O 1.569 1.879 -0.137
H 1.854 -1.413 -0.367
H 2.833 -0.228 -1.393
H 1.273 0.506 1.228
H 1.715 1.917 -1.088
```

As for the multiplicity: 2. Its total charge is -1. The LUMO energy (spin up / spin down) is 4.05 / 3.90 eV.

Results of the Löwdin charge analysis, in e, for atoms 1 through 8:
1 C -0.22
2 C -0.44
3 C -0.19
4 H 0.04
5 H 0.04
6 H 0.04
7 H 0.04
8 H -0.04


(two)
Computed, not measured: a 2-piece molecular cluster, C5H10O overall, with the ωB97M-V functional and the def2-TZVPD basis.

XYZ file:
```
16
C5H10O | OMol25 | the ωB97M-V functional and the def2-TZVPD basis
C -0.084 0.128 -1.508
C 0.073 -0.012 -0.141
C 1.283 -0.069 0.586
C 1.367 -0.129 1.995
C 2.680 0.144 2.720
H -1.093 0.228 -1.898
H 0.731 0.329 -2.187
H -0.848 -0.074 0.433
H 2.161 -0.113 -0.060
H 0.590 -0.631 2.559
H 2.574 -0.188 3.747
H 3.463 -0.488 2.278
H 3.018 1.179 2.608
H -4.890 -0.368 -4.343
H -5.988 0.097 -3.334
O -5.038 -0.034 -3.456
```

As for the multiplicity: 2. Its total charge is -1. The LUMO energy (spin up / spin down) is 2.82 / 2.82 eV.

Results of the Löwdin charge analysis, in e, for atoms 1 through 8:
1 C -0.16
2 C -0.33
3 C -0.26
4 C -0.28
5 C -0.21
6 H -0.03
7 H -0.01
8 H 0.07


From most stable to least stable, the computed energies give (two), (one).